# 1
Below is a cluster of 2 separate species, C4H5NOS in total at a distorted geometry, with properties calculated with ωB97M-V/def2-TZVPD.

Results
maximum force	0.11699	Eh/bohr
electronic energy	-683.4317	hartree
lowest unoccupied orbital energy	-0.55	eV

```
12
Properties=species:S:1:pos:R:3:forces:R:3
C -1.40262 0.45538 -0.55926 -3.1 1.0 1.8
C -0.64277 -0.36445 -1.40472 -2.2 -2.5 -2.3
C -0.50168 1.23907 0.06658 -2.1 1.3 1.3
C 0.63574 -0.03935 -1.24663 0.8 1.7 1.2
N 0.27700 -1.66587 1.84016 -3.4 -3.9 -0.3
O 0.73927 1.00378 -0.29235 0.5 -1.0 -1.4
S 1.28933 -0.71016 2.01361 4.3 4.1 1.0
H -2.56981 0.52089 -0.26490 3.1 -0.5 -1.2
H -1.15761 -1.12661 -2.09620 1.5 1.2 1.1
H -0.75418 2.01659 0.79548 0.7 -0.3 -0.3
H 1.58231 -0.21816 -1.66261 0.7 -0.7 -0.6
H 2.50502 -1.11111 2.81084 -0.9 -0.3 -0.4
```
Positions in Å, forces in eV/Å.

# 2
Below is a structure of composition C5H9N3 at a distorted geometry, with properties calculated with ωB97M-V/def2-TZVPD.

Results
maximum force	0.16409	Eh/bohr
electronic energy	-359.8141	hartree
lowest unoccupied orbital energy	0.29	eV

```
17
Properties=species:S:1:pos:R:3:forces:R:3
C -0.85979 2.08259 -1.99893 0.6 1.8 0.1
C -0.89088 1.23782 -0.73522 -0.9 -0.6 2.1
C -0.37908 -0.41961 1.71351 0.7 1.5 -1.5
C 1.48698 -1.35294 0.25688 -1.2 1.3 0.9
C 1.20723 -2.84063 0.63027 -2.6 -5.3 0.1
H -0.79490 0.97838 -3.18047 -0.2 3.8 3.3
H 0.31522 2.84609 -1.75602 -3.7 -2.3 -1.6
H -1.94307 3.04632 -1.87073 3.5 -3.3 -1.0
H -1.59551 1.58882 0.16480 1.4 -0.8 -1.9
H 0.35374 -0.85513 2.57212 -2.3 0.3 -2.3
H -1.58092 -0.74045 1.67374 3.3 1.6 1.2
H 0.09023 0.78653 1.60038 -2.4 -2.9 1.1
H 2.08356 -0.90343 -0.72520 -1.8 -2.1 2.4
H 1.98502 -0.87564 1.20963 -0.7 -0.9 -1.9
N -0.14270 0.19921 -0.69209 0.1 -0.4 -0.3
N -0.04165 -0.83439 0.26108 2.6 0.8 0.9
N 0.70652 -3.94356 0.87625 3.7 7.5 -1.5
```
Positions in Å, forces in eV/Å.